*P*
{
  "formula": "C4H5NO2S",
  "method": "the ωB97M-V functional and the def2-TZVPD basis",
  "species": ["S", "O", "O", "N", "C", "C", "C", "C", "H", "H", "H", "H", "H"],
  "xyz": [[-0.231, 0.635, -2.056], [0.046, -0.868, 2.467], [2.111, -0.961, 1.221], [0.577, -0.268, -0.966], [0.890, -0.707, 1.413], [-1.766, 0.845, -0.959], [-1.066, 0.606, 0.422], [0.132, -0.111, 0.275], [-1.859, 0.287, 1.289], [0.492, -1.159, 3.413], [-2.425, -0.048, -1.066], [-2.237, 1.810, -1.054], [-0.704, 1.660, 0.676]],
  "mulliken_charge": [-0.021, -0.469, -0.537, -0.415, 0.361, -0.601, -0.298, 0.446, 0.251, 0.390, 0.291, 0.390, 0.212],
  "multiplicity": 1,
  "homo_ev": -8.502
}



*Q*
{
  "formula": "C4H5NO2S",
  "method": "the ωB97M-V functional and the def2-TZVPD basis",
  "species": ["S", "O", "O", "N", "C", "C", "C", "C", "H", "H", "H", "H", "H"],
  "xyz": [[-0.427, -0.760, -0.076], [4.049, -0.120, 0.262], [-3.042, 0.477, 1.099], [-3.043, 0.236, -0.190], [1.924, 0.855, -0.240], [0.621, 0.654, -0.407], [-2.095, -0.220, -0.860], [2.871, -0.183, 0.341], [-0.059, 1.371, -0.948], [2.365, -1.127, 0.704], [2.272, 1.762, -0.600], [-2.156, -0.622, -1.885], [-2.263, -0.363, 1.383]],
  "mulliken_charge": [-0.216, -0.434, -0.311, -0.263, -0.138, -0.179, -0.074, -0.060, 0.320, 0.240, 0.372, 0.395, 0.348],
  "multiplicity": 1,
  "homo_ev": -9.548
}



*R*
{
  "formula": "C4H5NO2S",
  "method": "the ωB97M-V functional and the def2-TZVPD basis",
  "species": ["S", "O", "O", "N", "C", "C", "C", "C", "H", "H", "H", "H", "H"],
  "xyz": [[-1.851, 0.515, 0.024], [-2.324, -0.008, 1.239], [-1.972, -0.328, -1.162], [2.432, 1.246, -0.513], [0.279, -1.589, -0.176], [-0.437, 1.397, -0.047], [1.187, -0.662, 0.313], [2.149, 0.160, -0.200], [0.862, -0.126, 1.227], [-0.028, 1.952, 0.773], [0.417, -2.481, -0.766], [-0.628, -1.637, 0.357], [-0.085, 1.562, -1.068]],
  "mulliken_charge": [0.739, -0.472, -0.481, -0.485, -0.678, -0.735, -0.200, 0.385, 0.354, 0.523, 0.313, 0.367, 0.372],
  "multiplicity": 1,
  "homo_ev": -9.668
}



*S*
{
  "formula": "C4H5NO2S",
  "method": "the ωB97M-V functional and the def2-TZVPD basis",
  "species": ["S", "O", "O", "N", "C", "C", "C", "C", "H", "H", "H", "H", "H"],
  "xyz": [[-1.253, -2.312, 0.118], [0.881, 0.373, 1.155], [2.826, -0.698, 0.008], [1.609, -0.897, -0.797], [0.578, -0.477, 0.350], [-1.162, 1.730, -0.398], [-0.846, -0.741, 0.262], [-1.857, 0.437, 0.194], [-2.881, 0.227, 0.325], [2.565, -0.271, 1.159], [-0.003, 2.032, -0.653], [1.393, -1.862, -0.827], [-1.850, 2.459, -0.895]],
  "mulliken_charge": [-0.233, -0.533, -0.468, -0.129, 0.336, -0.536, 0.341, -0.437, 0.454, 0.419, 0.228, 0.283, 0.276],
  "multiplicity": 1,
  "homo_ev": -9.392
}



Most stable: *P*. Least stable: *S*.



*P*
{
  "formula": "C4H5NO2S",
  "method": "the ωB97M-V functional and the def2-TZVPD basis",
  "species": ["S", "O", "O", "N", "C", "C", "C", "C", "H", "H", "H", "H", "H"],
  "xyz": [[2.442, 1.466, -0.888], [-1.632, 0.324, -0.207], [2.089, -1.089, -0.110], [-0.310, -0.103, -0.198], [-1.482, 1.712, 0.171], [-0.217, -1.421, -0.019], [1.053, -1.915, 0.121], [2.191, 0.151, -0.029], [-0.591, 2.058, -0.325], [-2.403, 2.204, -0.223], [1.225, -2.909, 0.302], [-1.353, 1.673, 1.264], [-1.011, -2.151, 0.142]],
  "mulliken_charge": [-0.245, -0.294, -0.256, -0.250, -0.342, 0.133, -0.486, 0.347, 0.145, 0.231, 0.454, 0.230, 0.334],
  "multiplicity": 1,
  "homo_ev": [-7.310, -7.958]
}



*Q*
{
  "formula": "C4H5NO2S",
  "method": "the ωB97M-V functional and the def2-TZVPD basis",
  "species": ["S", "O", "O", "N", "C", "C", "C", "C", "H", "H", "H", "H", "H"],
  "xyz": [[-3.501, 0.426, 0.085], [-0.894, 1.072, 0.059], [0.709, -2.210, 0.037], [-1.339, -1.127, -0.073], [-0.005, -1.118, 0.119], [-1.881, 0.143, 0.054], [0.300, 0.480, -0.147], [1.446, 1.359, -0.116], [-1.837, -1.895, 0.153], [1.635, -1.877, 0.111], [1.129, 2.205, 0.472], [2.437, 0.989, 0.318], [1.801, 1.553, -1.072]],
  "mulliken_charge": [-0.383, -0.280, -0.477, -0.025, 0.104, 0.095, 0.522, -1.033, 0.224, 0.354, 0.302, 0.302, 0.295],
  "multiplicity": 1,
  "homo_ev": -7.112
}



Most stable: *Q*. Least stable: *P*.



*P*
{
  "formula": "C2H3Br2N3",
  "method": "the ωB97M-V functional and the def2-TZVPD basis",
  "species": ["Br", "Br", "N", "N", "N", "C", "C", "H", "H", "H"],
  "xyz": [[2.276, 0.987, 0.512], [-2.778, 0.978, 0.107], [0.209, -1.141, -0.231], [-0.339, -1.586, 0.825], [-0.933, -0.777, 1.524], [-0.887, 0.483, 0.883], [0.086, 0.306, -0.160], [0.170, 1.039, -1.083], [-0.840, 1.338, 1.671], [0.805, -1.624, -0.903]],
  "mulliken_charge": [-0.240, -0.155, 0.244, -0.406, -0.142, 0.048, -0.448, 0.425, 0.393, 0.282],
  "multiplicity": 1,
  "homo_ev": -9.936
}



*Q*
{
  "formula": "C2H3Br2N3",
  "method": "the ωB97M-V functional and the def2-TZVPD basis",
  "species": ["Br", "Br", "N", "N", "N", "C", "C", "H", "H", "H"],
  "xyz": [[-3.339, -0.130, -0.042], [0.287, 2.205, -0.160], [0.581, -0.684, -0.807], [1.195, -1.741, -0.478], [2.005, -1.557, 0.451], [1.928, -0.289, 0.848], [0.996, 0.344, 0.033], [0.107, -0.624, -1.624], [2.592, 0.044, 1.609], [-1.814, 0.006, -0.059]],
  "mulliken_charge": [-0.219, -0.076, 0.307, -0.573, -0.206, -0.290, 0.171, 0.247, 0.449, 0.190],
  "multiplicity": 1,
  "homo_ev": -10.143
}



*R*
{
  "formula": "C2H3Br2N3",
  "method": "the ωB97M-V functional and the def2-TZVPD basis",
  "species": ["Br", "Br", "N", "N", "N", "C", "C", "H", "H", "H"],
  "xyz": [[3.629, 0.225, -0.392], [1.453, 2.641, 0.269], [3.544, -3.772, 0.562], [-0.417, 0.521, 0.217], [2.748, -3.349, 1.161], [0.923, 0.724, 0.077], [1.823, -0.270, -0.150], [-0.763, 1.301, 0.604], [1.575, -1.317, 0.092], [-0.928, -0.295, 0.101]],
  "mulliken_charge": [-0.150, -0.181, -0.006, -0.436, 0.005, 0.472, -0.329, 0.152, 0.305, 0.168],
  "multiplicity": 1,
  "homo_ev": -8.314
}



Most stable: *R*. Least stable: *P*.



*P*
{
  "formula": "C6H12N2",
  "method": "the ωB97M-V functional and the def2-TZVPD basis",
  "species": ["N", "N", "C", "C", "C", "C", "C", "C", "H", "H", "H", "H", "H", "H", "H", "H", "H", "H", "H", "H"],
  "xyz": [[0.241, 1.692, -0.315], [-1.548, 1.870, -1.664], [-1.794, 0.987, -0.489], [-0.578, 0.846, 0.258], [2.313, -3.592, 0.138], [1.342, -3.097, 1.182], [-0.430, 0.642, 1.782], [-0.245, 2.264, -1.495], [2.135, -4.706, -0.333], [-0.484, -0.467, 2.111], [0.307, 3.071, -1.917], [3.450, -3.659, 0.367], [0.355, -3.740, 1.051], [2.144, -2.944, -0.729], [1.298, -2.022, 1.357], [-2.048, 1.957, -2.555], [0.597, 1.105, 2.158], [-2.744, 0.459, -0.290], [-1.279, 1.315, 2.249], [1.771, -3.598, 2.132]],
  "mulliken_charge": [-0.546, -0.117, -0.489, 0.662, -0.814, -0.574, -0.982, -0.287, 0.227, 0.210, 0.390, 0.247, 0.250, 0.261, 0.151, 0.236, 0.262, 0.369, 0.301, 0.245],
  "multiplicity": 1,
  "homo_ev": -8.320
}



*Q*
{
  "formula": "C6H12N2",
  "method": "the ωB97M-V functional and the def2-TZVPD basis",
  "species": ["N", "N", "C", "C", "C", "C", "C", "C", "H", "H", "H", "H", "H", "H", "H", "H", "H", "H", "H", "H"],
  "xyz": [[-2.845, -0.644, -0.303], [0.519, 1.316, -1.196], [1.644, -0.606, 0.020], [-1.897, 0.285, 0.045], [0.561, -0.743, 1.062], [-0.506, 0.240, 0.787], [-0.511, 0.405, -0.756], [1.759, 0.881, -0.412], [-2.170, 1.190, 0.591], [-0.547, 1.200, 1.339], [2.623, -1.030, 0.328], [2.585, 0.887, -1.233], [1.986, 1.643, 0.355], [-0.116, -0.701, -1.102], [1.340, -1.272, -0.879], [-2.325, -1.686, 0.001], [0.571, 1.260, -2.254], [-3.930, -0.274, 0.283], [0.154, -1.846, 1.229], [1.106, -0.507, 2.095]],
  "mulliken_charge": [-0.593, -0.498, -0.745, -0.433, -0.528, -0.140, 0.107, -0.385, 0.318, 0.273, 0.390, 0.323, 0.264, 0.060, 0.267, 0.300, 0.283, 0.334, 0.147, 0.255],
  "multiplicity": 1,
  "homo_ev": -8.212
}



*R*
{
  "formula": "C6H12N2",
  "method": "the ωB97M-V functional and the def2-TZVPD basis",
  "species": ["N", "N", "C", "C", "C", "C", "C", "C", "H", "H", "H", "H", "H", "H", "H", "H", "H", "H", "H", "H"],
  "xyz": [[0.905, 1.818, 1.158], [-0.229, 0.237, 2.175], [0.224, 1.544, 2.222], [-1.394, -1.128, -2.643], [0.260, -0.341, 0.975], [2.024, 0.662, -0.662], [-2.170, -2.418, -2.336], [0.995, 0.654, 0.417], [-0.680, -1.253, -3.439], [-0.876, -0.723, -1.800], [2.398, 1.636, -0.968], [-0.159, 1.938, 3.151], [1.545, 0.186, -1.528], [0.195, -1.399, 0.749], [2.802, -0.076, -0.483], [-0.882, -0.240, 2.768], [-1.803, -2.834, -1.384], [-2.134, -0.400, -3.038], [-1.985, -3.119, -3.171], [-3.262, -2.271, -2.367]],
  "mulliken_charge": [-0.655, -0.107, -0.097, -0.397, -0.584, -0.915, -0.796, 0.658, 0.294, -0.141, 0.308, 0.342, 0.204, 0.418, 0.261, 0.183, 0.258, 0.271, 0.239, 0.255],
  "multiplicity": 1,
  "homo_ev": -8.680
}



Most stable: *R*. Least stable: *Q*.